# C12H14BBeN9

A molecular structure, C12H14BBeN9 (wB97M-V/def2-TZVPD, OMol25).

```
37
C12H14BBeN9 wB97M-V/def2-TZVPD
C 2.906 0.072 -0.068
N 1.706 0.068 -0.680
N 1.938 0.053 -2.054
C 3.258 -0.039 -2.272
C 3.909 -0.013 -1.042
B 0.700 0.194 -2.981
N -0.271 -0.941 -2.515
N -0.659 -0.990 -1.173
C -1.609 -1.938 -1.069
C -1.812 -2.523 -2.329
C -0.946 -1.870 -3.203
Be 0.108 0.106 -0.171
N -0.017 1.483 -2.463
N -0.321 1.552 -1.118
C -0.930 2.725 -0.895
C -1.071 3.405 -2.114
C -0.487 2.585 -3.082
H -1.243 3.018 0.096
H -0.364 2.704 -4.150
H -1.539 4.364 -2.272
H 0.945 0.194 -4.145
H -0.751 -2.006 -4.259
H 3.629 -0.128 -3.283
H -2.505 -3.306 -2.556
H 4.969 -0.047 -0.868
H -2.094 -2.121 -0.124
H 2.974 0.145 1.005
H -2.480 -0.802 1.585
C -2.262 -1.614 2.280
H -2.976 -2.440 2.141
H -1.231 -1.944 2.114
H -2.386 -1.251 3.310
N 0.045 0.446 1.430
C 0.220 0.625 2.588
N 0.394 0.904 3.824
C 0.200 0.013 4.784
N 0.052 -0.683 5.717
```

Calculated values
Kohn-Sham gap (spin up / spin down): 4.1782 / 4.9370 eV
Net charge: +2
Energy above the lowest of the compared OMol25 structures with the same formula, charge and spin: 0.000 eV